(1)
104
Properties=species:S:1:pos:R:3:forces:R:3:mulliken_charge:R:1 method="wB97M-V/def2-TZVPD" homo_ev="-5.86 / -7.23" lumo_ev="-1.49 / -2.31" multiplicity=2 s_squared=1.007 homo_lumo_gap_ev="4.37 / 4.92" total_charge=0
W 0.248 0.018 0.120 -0.422 -0.222 0.579 -0.359
Cl 7.126 4.827 4.133 0.081 0.075 0.044 -0.222
C 5.932 4.150 3.080 -0.126 -0.016 -0.092 0.250
C 4.646 3.941 3.550 0.014 0.016 0.021 -1.061
C 3.709 3.347 2.723 0.110 -0.090 -0.037 -0.062
C 4.038 2.962 1.421 0.091 -0.083 0.097 -0.082
C 5.317 3.246 0.951 -0.086 0.037 -0.056 -0.291
C 6.267 3.828 1.774 0.032 0.027 -0.014 -0.947
C 3.029 2.211 0.631 -0.222 -0.116 0.152 1.316
C 3.331 0.911 0.160 0.041 0.044 0.024 0.642
C 4.620 0.360 0.126 -0.120 0.050 0.089 -1.854
C 4.510 -0.892 -0.420 -0.103 -0.082 -0.016 -1.853
C 3.156 -1.102 -0.701 0.053 -0.056 -0.034 0.401
C 2.659 -2.297 -1.261 -0.160 0.067 0.185 1.283
C 3.571 -3.463 -1.402 0.075 0.061 0.041 -0.262
C 3.384 -4.572 -0.581 0.057 0.079 -0.015 0.007
C 4.267 -5.639 -0.614 -0.007 -0.041 0.062 -1.106
C 5.337 -5.604 -1.493 -0.114 0.119 -0.071 0.362
Cl 6.478 -6.907 -1.523 0.019 -0.096 0.006 -0.221
C 5.506 -4.536 -2.359 0.099 -0.020 -0.034 -0.948
C 4.628 -3.466 -2.307 -0.046 -0.006 0.025 0.062
C 1.358 -2.433 -1.645 0.265 0.193 -0.030 0.753
N 0.367 -1.476 -1.500 -0.096 0.066 0.290 0.303
C -0.722 -2.035 -2.169 -0.381 0.258 -0.017 0.546
C -1.920 -1.430 -2.393 0.231 -0.059 -0.074 0.886
C -2.968 -2.145 -3.168 0.026 0.026 -0.063 -0.586
C -4.109 -2.634 -2.543 0.030 -0.002 -0.030 0.095
C -5.092 -3.280 -3.278 -0.044 -0.014 0.021 -0.932
C -4.939 -3.414 -4.649 0.099 0.047 0.086 0.369
Cl -6.168 -4.215 -5.571 -0.064 -0.028 -0.047 -0.217
C -3.816 -2.918 -5.291 0.015 -0.002 -0.077 -0.982
C -2.829 -2.291 -4.545 -0.109 0.007 0.087 0.232
C -2.184 -0.096 -2.030 -0.151 0.124 0.006 0.483
C -3.329 0.588 -2.456 0.105 -0.175 0.012 -1.657
C -3.224 1.871 -1.977 0.064 0.087 0.108 -1.562
C -2.010 1.945 -1.282 -0.090 -0.063 0.008 0.876
N -1.356 0.719 -1.275 0.175 -0.100 0.041 0.264
C -1.517 3.122 -0.684 0.178 -0.080 0.079 1.291
C -0.259 3.204 -0.168 -0.365 -0.025 -0.271 0.403
C 0.289 4.431 0.333 0.182 0.075 0.080 -1.800
C 1.553 4.176 0.708 -0.174 0.162 0.022 -1.888
C 1.801 2.789 0.438 0.258 -0.175 -0.223 1.006
N 0.683 2.174 -0.101 0.067 -0.321 0.370 0.177
C -2.416 4.302 -0.606 -0.052 0.033 -0.028 -0.544
C -2.824 4.977 -1.753 0.098 0.020 0.063 -0.212
C -3.690 6.055 -1.672 -0.047 0.041 -0.033 -0.964
C -4.153 6.462 -0.431 0.111 -0.129 0.000 0.348
Cl -5.252 7.798 -0.322 -0.039 0.065 -0.001 -0.217
C -3.747 5.815 0.724 -0.060 0.075 0.068 -1.006
C -2.881 4.738 0.633 -0.007 -0.058 -0.123 -0.043
C -0.410 -3.348 -2.657 0.167 -0.165 0.052 -1.742
C 0.873 -3.588 -2.341 -0.188 -0.113 -0.091 -1.832
N 2.395 0.011 -0.346 -0.325 -0.109 0.367 0.151
H 4.385 4.223 4.561 0.030 -0.023 0.012 0.425
H 2.714 3.146 3.100 -0.024 -0.045 0.000 0.481
H 5.573 3.022 -0.076 0.025 -0.055 0.009 0.626
H 7.264 4.026 1.404 0.005 0.026 0.029 0.435
H 5.518 0.821 0.493 0.006 0.076 0.000 0.629
H 5.299 -1.602 -0.597 -0.008 -0.022 0.022 0.540
H 2.545 -4.584 0.103 -0.001 0.015 0.052 0.665
H 4.132 -6.480 0.053 0.034 -0.025 -0.036 0.432
H 6.329 -4.543 -3.060 0.002 0.016 0.008 0.425
H 4.765 -2.624 -2.974 0.018 0.011 0.016 0.538
H -4.226 -2.506 -1.474 0.011 -0.017 0.007 0.459
H -5.974 -3.674 -2.791 -0.009 -0.002 -0.022 0.429
H -3.717 -3.009 -6.364 -0.019 -0.054 0.007 0.415
H -1.948 -1.897 -5.036 0.000 -0.001 -0.010 0.513
H -4.107 0.164 -3.067 -0.010 0.026 -0.015 0.551
H -3.920 2.679 -2.115 0.017 0.034 0.013 0.570
H -0.244 5.367 0.348 0.051 0.015 -0.014 0.574
H 2.285 4.858 1.104 -0.013 0.022 -0.065 0.580
H -2.444 4.661 -2.717 -0.040 -0.005 -0.020 0.549
H -4.008 6.578 -2.564 0.012 0.006 0.003 0.417
H -4.111 6.154 1.684 -0.002 -0.015 -0.001 0.428
H -2.565 4.217 1.528 -0.014 0.016 0.029 0.537
H -1.102 -3.980 -3.188 0.027 0.013 -0.028 0.590
H 1.472 -4.454 -2.569 -0.026 0.017 -0.025 0.547
O 5.757 -1.933 3.984 -0.080 0.016 -0.004 -0.583
C 4.676 -1.680 3.531 0.037 0.005 0.102 0.573
S 3.889 -0.095 3.679 -0.102 0.103 -0.079 -0.064
C 2.481 -0.505 2.729 -0.056 -0.120 -0.189 0.260
C 2.387 -1.754 2.249 0.095 0.205 0.033 0.149
S 0.947 -2.212 1.376 0.075 0.406 -0.475 -0.155
S 3.697 -2.850 2.623 -0.187 -0.118 -0.181 -0.088
S 1.140 0.582 2.473 0.160 0.142 -0.517 -0.288
C -3.180 -2.715 4.448 0.157 0.160 -0.058 -1.121
C -1.789 -2.357 3.964 -0.084 -0.191 0.060 -0.217
O -1.705 -0.983 3.519 -0.257 0.130 -0.065 -0.268
P -2.263 -0.458 2.150 -0.256 -0.037 -0.006 1.375
S -1.564 1.372 1.773 0.440 -0.941 -0.544 -0.208
S -1.889 -1.674 0.591 0.681 0.887 0.337 -0.251
O -3.840 -0.389 2.376 0.199 -0.085 0.033 -0.218
C -4.661 0.218 1.348 -0.207 0.009 -0.154 0.562
C -6.060 -0.344 1.459 0.181 0.031 0.079 -1.599
H -3.157 -3.712 4.887 -0.023 -0.009 -0.005 0.435
H -3.892 -2.705 3.624 -0.050 -0.037 0.033 0.217
H -3.510 -2.002 5.204 -0.043 -0.035 0.015 0.299
H -1.470 -3.010 3.151 0.086 0.065 -0.004 0.253
H -1.064 -2.412 4.773 0.045 -0.024 -0.046 0.349
H -4.238 0.001 0.363 0.075 0.048 0.037 -0.153
H -4.643 1.298 1.499 0.016 -0.018 0.020 0.241
H -6.075 -1.393 1.165 -0.037 -0.012 0.033 0.314
H -6.726 0.216 0.802 -0.023 -0.024 -0.013 0.430
H -6.421 -0.257 2.484 -0.053 0.005 -0.018 0.346

=====

(2)
10
Properties=species:S:1:pos:R:3:forces:R:3:mulliken_charge:R:1 method="wB97M-V/def2-TZVPD" homo_ev=-9.50 lumo_ev=-4.84 e_above_lowest_kj_mol=190.84 homo_lumo_gap_ev=4.66 total_charge=+1
O 0.625 -1.428 0.713 -2.740 -1.506 3.610 -0.762
C 1.386 -1.134 -0.204 -0.502 4.181 -3.786 0.115
C 1.516 0.233 -0.620 0.290 -1.961 0.225 -0.798
Li -1.355 -0.514 0.399 1.606 -0.870 -1.068 0.713
Li -3.550 1.338 -0.884 0.344 0.034 0.499 0.936
F -2.569 0.952 0.627 -3.507 -0.930 -5.721 -0.862
H 1.671 -1.880 -0.945 0.526 -0.611 0.165 0.309
H 1.692 0.948 0.168 -0.273 0.418 0.142 0.161
H 1.978 0.413 -1.578 0.372 0.189 0.017 0.211
Rb -1.395 1.072 2.323 3.884 1.056 5.917 0.976

=====

(3)
47
Properties=species:S:1:pos:R:3:forces:R:3:mulliken_charge:R:1 method="wB97M-V/def2-TZVPD" homo_ev=-0.65 lumo_ev=4.99 e_above_lowest_kj_mol=0.00 homo_lumo_gap_ev=5.64 total_charge=-2
C -0.892 -1.828 -3.528 0.322 -0.835 0.232 -1.749
C -0.989 -0.367 -3.308 -0.754 2.101 -0.939 0.536
C 0.260 0.351 -3.105 -0.607 -1.893 0.324 0.752
C 0.447 1.773 -3.499 -0.023 0.843 0.172 -1.274
O 1.253 -0.275 -2.636 -0.678 0.781 -1.587 -0.720
C -2.235 0.343 -3.586 2.059 -0.672 0.123 1.088
C -3.560 -0.405 -3.685 -0.315 -0.077 -0.008 -1.334
O -2.295 1.575 -3.725 -1.044 0.550 -0.044 -0.782
H -1.876 -2.274 -3.701 0.330 -0.068 0.096 0.391
H -0.284 -1.996 -4.437 -0.053 -0.287 0.259 0.257
H -0.404 -2.371 -2.700 -0.131 0.130 -0.232 0.109
H -0.511 2.299 -3.516 0.405 -0.048 -0.059 0.356
H 1.159 2.256 -2.822 0.027 -0.085 -0.087 0.155
H 0.885 1.782 -4.508 -0.082 0.011 0.119 0.401
H -3.478 -1.466 -3.926 -0.080 0.163 0.102 0.410
H -4.093 -0.303 -2.726 0.172 -0.038 -0.230 0.159
H -4.164 0.084 -4.459 0.093 -0.023 0.168 0.366
O 3.323 -1.355 -1.489 -1.091 0.823 0.509 -0.503
C 2.391 -0.942 -0.944 1.294 -2.063 0.358 0.216
Co 1.083 -0.773 0.365 0.928 0.701 -0.369 0.245
C -0.550 -0.663 -0.183 -3.076 -0.175 -1.590 0.031
O -1.668 -0.675 -0.505 1.308 -0.111 0.851 -0.462
C 1.124 -2.376 1.035 1.037 0.376 0.763 0.192
O 1.132 -3.437 1.499 -0.349 0.071 -0.346 -0.500
C 0.967 0.317 1.972 0.927 -2.782 1.781 0.992
C -0.005 -0.078 2.989 0.135 0.781 0.624 0.458
C -1.384 -0.085 2.705 -0.025 -0.344 0.421 -0.003
C -2.277 -0.729 3.564 0.573 0.415 -0.067 -0.740
C -1.821 -1.229 4.787 -0.002 -0.086 0.263 -0.362
C -0.481 -1.072 5.157 0.193 0.303 -0.338 -0.528
C 0.430 -0.475 4.275 -0.547 -0.351 -0.197 -0.618
C 2.350 0.644 2.082 -0.320 -2.696 2.970 -0.039
C 3.479 0.238 2.663 0.256 0.537 0.164 -0.787
Co 1.515 1.669 0.945 -0.057 4.226 -3.285 -0.181
C 1.941 3.220 1.689 0.230 0.582 0.516 0.067
O 2.286 4.213 2.172 -0.345 -0.944 -0.451 -0.471
C 0.028 2.134 0.124 -2.275 1.008 -1.286 0.438
O -0.929 2.511 -0.405 1.455 -0.706 0.911 -0.392
C 2.699 1.632 -0.389 1.123 1.024 -1.545 0.136
O 3.468 1.878 -1.218 -0.884 -0.672 1.195 -0.428
H -1.736 0.389 1.791 0.072 -0.319 0.126 0.357
H -3.316 -0.832 3.265 0.030 0.078 0.164 0.369
H -2.522 -1.701 5.478 0.169 0.014 -0.184 0.320
H -0.116 -1.415 6.128 -0.235 0.056 -0.167 0.345
H 1.482 -0.335 4.549 -0.405 -0.180 -0.201 0.291
H 4.353 0.892 2.615 0.155 -0.524 -0.120 0.143
H 3.529 -0.740 3.151 0.085 0.406 0.122 0.296